No. 1
{"formula": "C6H3Cl", "method": "ωB97M-V with the def2-TZVPD basis set", "elements": ["C", "C", "C", "C", "C", "C", "Cl", "H", "H", "H"], "coordinates": [[-0.717, 1.522, -3.197], [-0.488, 0.888, -2.202], [-0.223, 0.190, -1.032], [0.016, -0.408, 0.005], [0.305, -1.155, 1.166], [0.534, -0.646, 2.379], [0.594, 1.049, 2.699], [-0.999, 2.028, -4.132], [0.266, -2.238, 1.056], [0.711, -1.231, 3.258]], "atomic_forces_ev_per_a": [[-0.5, 0.4, -1.1], [0.1, -0.1, 0.4], [0.3, -0.5, 0.9], [-0.2, 1.0, -1.7], [-0.2, -0.3, 0.5], [0.0, 0.4, -0.4], [0.0, -0.1, -0.1], [0.4, -0.5, 1.2], [0.1, 0.1, 0.1], [0.0, -0.3, 0.1]], "smiles": "C#CC#C/C=C\\Cl", "total_energy_ev": -18788.857, "lumo_ev": 0.089, "e_homo_ha": -0.328, "mol_weight_g_mol": 110.543, "gap_ev": 9.01, "e_above_lowest_kj_mol": 3.03, "charge": 0}

No. 2
{"formula": "C2H6NO3P", "method": "ωB97M-V with the def2-TZVPD basis set", "elements": ["C", "C", "N", "O", "O", "O", "P", "H", "H", "H", "H", "H", "H"], "coordinates": [[1.660, 0.164, 0.774], [0.570, -2.162, -0.502], [0.331, 0.566, 1.262], [0.065, 1.601, 1.903], [-0.515, 0.727, -0.700], [-2.217, -0.910, 0.508], [-0.770, -0.593, 0.103], [1.641, -0.959, 0.886], [2.337, 0.643, 1.436], [1.848, 0.084, -0.381], [1.400, -2.507, -0.042], [-0.163, -2.842, -0.239], [0.515, -2.089, -1.567]], "atomic_forces_ev_per_a": [[0.6, -1.5, -0.9], [-5.0, 2.7, -0.4], [-1.6, 1.5, 0.6], [1.5, -3.7, -2.1], [-0.2, -3.1, 0.7], [4.3, -0.3, -0.7], [-2.7, 2.7, -1.4], [0.4, 1.5, 1.0], [1.2, 0.5, -0.1], [-0.5, 1.6, 2.2], [2.9, -0.2, 1.3], [-1.5, -2.0, 0.3], [0.5, 0.4, -0.6]], "total_energy_ev": -19087.977, "lumo_ev": [-1.514, -1.516], "e_homo_ha": [-0.378, -0.378], "mol_weight_g_mol": 123.048, "gap_ev": [8.77, 8.77], "e_above_lowest_kj_mol": 602.96, "charge": 0}

No. 3
{"formula": "C5H14N2", "method": "ωB97M-V with the def2-TZVPD basis set", "elements": ["C", "N", "C", "C", "C", "C", "N", "H", "H", "H", "H", "H", "H", "H", "H", "H", "H", "H", "H", "H", "H"], "coordinates": [[-2.322, -1.888, -1.213], [-1.884, -0.558, -1.509], [-1.084, 0.144, -0.508], [0.221, -0.553, -0.074], [0.956, 0.217, 0.989], [1.661, 1.502, 0.512], [2.257, 2.263, 1.629], [-2.568, -2.357, -2.152], [-3.201, -1.796, -0.566], [-1.619, -2.528, -0.670], [-1.437, -0.477, -2.410], [-0.901, 1.171, -0.823], [-1.706, 0.132, 0.389], [-0.102, -1.521, 0.289], [0.851, -0.865, -0.908], [0.324, 0.410, 1.864], [1.739, -0.371, 1.481], [1.005, 2.089, -0.133], [2.440, 1.080, -0.129], [2.107, 1.694, 2.455], [3.263, 2.212, 1.490]], "atomic_forces_ev_per_a": [[-0.2, 0.1, 0.6], [0.9, 1.3, -0.5], [-0.1, -0.9, 0.2], [-0.6, -0.4, -0.3], [0.6, 0.4, 1.0], [-0.1, -1.1, -0.2], [0.1, -0.6, -0.4], [-0.3, -0.4, -0.1], [-0.2, -0.3, -0.2], [0.2, 0.0, -0.2], [0.0, -0.2, -0.1], [-0.2, 0.0, -0.1], [0.0, 0.5, 0.2], [0.1, -0.2, 0.6], [0.2, 0.6, -0.3], [-0.5, 0.3, -0.3], [0.1, -0.3, -0.4], [0.0, 0.3, 0.3], [0.2, 0.5, -0.3], [-0.1, 0.3, 0.2], [-0.1, 0.4, 0.1]], "smiles": "CNCCCCN", "total_energy_ev": -8391.504, "lumo_ev": 1.108, "e_homo_ha": -0.313, "mol_weight_g_mol": 102.181, "gap_ev": 9.63, "e_above_lowest_kj_mol": 107.54, "charge": 0}

No. 4
{"formula": "C4H7NO", "method": "ωB97M-V with the def2-TZVPD basis set", "elements": ["C", "C", "O", "C", "C", "N", "H", "H", "H", "H", "H", "H", "H"], "coordinates": [[1.709, -0.312, 0.667], [0.684, 0.469, 0.060], [0.536, 1.695, 0.215], [-0.391, -0.396, -0.555], [-1.657, -0.180, 0.177], [-1.439, 0.372, -1.159], [1.714, 0.265, -0.741], [1.896, -1.345, 0.390], [2.104, 0.017, 1.643], [-0.122, -1.366, -0.981], [-1.605, 0.492, 1.032], [-2.405, -0.964, 0.240], [-1.132, 1.342, -1.046]], "atomic_forces_ev_per_a": [[0.4, 0.3, -0.8], [-1.3, -0.3, 0.9], [-0.3, -0.3, 0.0], [-0.1, 0.1, -0.3], [-0.4, 0.0, 0.2], [-0.4, 0.3, -0.3], [1.9, -0.8, 1.7], [-0.5, 0.1, 0.0], [0.7, 0.5, -1.2], [-0.1, 0.3, 0.1], [-0.1, -0.1, -0.2], [0.1, 0.0, -0.1], [-0.3, 0.0, -0.1]], "total_energy_ev": -7794.680, "lumo_ev": -0.233, "e_homo_ha": -0.353, "mol_weight_g_mol": 85.106, "gap_ev": 9.37, "e_above_lowest_kj_mol": 478.96, "charge": 0}

No. 5
{"formula": "C2HClF2O2", "method": "ωB97M-V with the def2-TZVPD basis set", "elements": ["O", "C", "O", "C", "F", "F", "Cl", "H"], "coordinates": [[1.314, 0.028, -1.238], [0.610, -0.010, -0.288], [1.043, -0.623, 0.799], [-0.895, 0.326, -0.169], [-1.025, 0.733, 1.204], [-1.312, 1.441, -0.756], [-1.690, -1.177, -0.376], [1.955, -0.718, 0.824]], "atomic_forces_ev_per_a": [[-0.1, 1.3, -1.8], [0.9, -1.1, -0.2], [-3.6, 0.4, 2.0], [1.2, 1.9, 3.9], [-0.2, -1.0, -1.3], [0.0, -1.1, -1.4], [-1.1, 0.0, -0.6], [2.9, -0.3, -0.5]], "smiles": "O=C(O)C(F)(F)Cl", "total_energy_ev": -24141.990, "lumo_ev": 0.561, "e_homo_ha": -0.416, "mol_weight_g_mol": 130.477, "gap_ev": 11.88, "e_above_lowest_kj_mol": 64.15, "charge": 0}

No. 6
{"formula": "C4H9N3O2", "method": "ωB97M-V with the def2-TZVPD basis set", "elements": ["C", "C", "N", "C", "C", "N", "O", "N", "O", "H", "H", "H", "H", "H", "H", "H", "H", "H"], "coordinates": [[1.649, -0.870, 0.264], [2.707, 0.067, -0.216], [-0.099, -0.667, -0.492], [-2.364, 0.720, -0.055], [-0.235, 0.478, 0.119], [-0.904, -1.758, -0.272], [-2.857, 1.977, 0.071], [0.219, 1.582, 0.476], [-3.096, -0.243, 0.123], [-3.814, 1.887, 0.269], [-1.290, -2.045, -1.167], [-1.725, -1.550, 0.329], [-0.478, 2.327, 0.366], [1.730, -1.869, -0.159], [1.540, -0.924, 1.346], [3.691, -0.407, -0.100], [2.585, 0.308, -1.274], [2.739, 0.985, 0.372]], "atomic_forces_ev_per_a": [[-1.3, -1.4, -1.2], [0.1, 0.5, -0.1], [4.5, 0.5, 1.7], [1.0, -1.3, 1.1], [-5.2, 2.8, -1.2], [-0.7, -0.7, 0.6], [0.1, -0.2, -0.2], [0.6, -1.0, -0.1], [-0.1, 1.0, -0.3], [0.4, 0.0, -0.1], [0.3, 0.1, 0.1], [0.8, 0.1, -0.5], [0.4, -0.4, 0.3], [0.1, 0.0, 0.2], [-0.5, 0.2, -0.1], [-0.2, -0.2, 0.0], [0.0, 0.0, 0.1], [-0.2, 0.0, -0.2]], "total_energy_ev": -12854.425, "lumo_ev": [0.685, 0.685], "e_homo_ha": [-0.293, -0.293], "mol_weight_g_mol": 131.135, "gap_ev": [8.65, 8.65], "e_above_lowest_kj_mol": 530.89, "charge": 0}